# C7H4INO2S

C7H4INO2S as an isolated structure (ωB97M-V/def2-TZVPD, the Open Molecules 2025 dataset).

Geometry as ORCA input:
```
! wB97M-V def2-TZVPD RIJCOSX def2/J DEFGRID3
* xyz 0 1
C -0.139 1.531 -0.323
C -0.799 0.384 0.151
C 1.177 1.714 0.001
C 0.004 -0.623 0.870
C 1.113 -0.144 1.480
C 1.727 0.973 1.053
C -0.224 -2.038 0.524
N -0.894 -2.391 -0.476
O -2.820 -0.952 -1.379
O -0.671 -1.116 -2.533
S -1.431 -1.087 -1.343
I 3.683 1.334 1.643
H -0.821 2.280 -0.638
H -1.882 0.676 0.370
H 1.848 2.363 -0.430
H 0.129 -2.903 1.031
*
```

The calculation puts the largest force on an atom at 3.60 eV/Å. For the energy above the lowest of the compared OMol25 structures with the same formula, charge and spin, the calculation gives 30.66 kcal per mole. Its orbital gap (spin up / spin down) is 7.23 / 6.15 eV.